Below is C31H22Cl2CsN5O8 as an isolated structure in a non-equilibrium geometry, with properties calculated with ωB97M-V with the def2-TZVPD basis set.

Structure (XYZ):
```
69
Properties=species:S:1:pos:R:3:forces:R:3:nbo_charge:R:1
Cs 13.9766 13.9718 7.6474 0.3 -0.3 0.3 0.964
Cl 13.4766 9.7968 12.0667 -0.4 -0.7 0.2 -0.049
Cl 10.5590 9.3548 12.4764 -0.3 0.0 0.5 0.004
O 23.0960 14.7024 7.2995 -0.1 -0.3 -0.3 -0.766
O 11.2762 7.9062 9.5243 0.0 -0.3 0.1 -0.707
O 22.7411 13.8883 5.2129 -0.5 -0.3 0.4 -0.748
O 12.2589 15.4764 6.1172 -0.3 -0.1 0.0 -0.824
O 10.9181 15.5703 4.3320 -0.5 0.7 -1.3 -0.729
O 12.2339 11.5911 8.6636 -0.7 -0.3 -0.1 -0.735
O 12.3895 6.8903 11.0922 0.7 -0.2 1.1 -0.605
O 10.7100 9.9643 8.3461 -0.4 0.5 -0.1 -0.793
N 16.3728 13.1572 5.4610 1.4 0.0 0.7 -0.420
N 17.2356 15.1300 9.7790 0.7 -1.4 -1.6 -0.413
N 18.1454 14.0969 7.4484 0.4 -1.0 -0.7 -0.416
N 11.0379 13.0883 6.8139 -0.3 0.4 -1.3 -0.426
N 16.1255 10.9963 8.4468 0.4 -0.8 0.3 -0.445
C 15.6684 11.0244 4.6448 -1.0 0.2 -0.4 -0.265
C 15.4590 12.3857 4.9402 -0.4 -1.6 -0.6 0.036
C 19.0329 16.6569 9.8662 0.4 -1.1 -1.1 -0.256
C 17.1061 17.0037 11.2163 0.0 0.7 1.3 -0.280
C 17.8704 11.2155 5.4771 -1.7 1.2 -0.2 -0.240
C 18.9982 14.8200 8.1528 0.3 0.9 0.5 0.137
C 11.8896 9.2645 11.3640 1.3 1.5 -1.1 -0.333
C 17.2625 11.2110 9.1347 -0.9 -3.6 0.9 0.056
C 11.9148 7.9085 10.6756 -0.7 -0.4 -1.5 0.751
C 10.4745 13.8472 5.8674 0.0 0.4 0.3 0.108
C 8.5551 12.4090 5.7733 1.2 1.2 0.3 -0.198
C 22.4125 14.2284 6.3636 -0.6 1.1 0.5 0.752
C 16.8929 10.4288 4.9069 -0.6 0.0 -0.1 -0.172
C 15.5870 9.7323 8.4587 0.3 1.6 -0.3 0.048
C 17.8703 10.1169 9.8792 -1.0 0.5 -1.5 -0.273
C 19.9671 13.3961 6.0283 1.0 -0.1 -0.8 -0.266
C 18.3898 17.3455 10.8267 0.4 2.9 2.1 -0.170
C 9.2043 13.5444 5.3127 1.5 0.1 0.0 -0.250
C 11.1905 11.1313 8.1574 0.9 -0.8 0.2 0.763
C 10.4263 11.9534 7.1428 0.7 0.6 1.4 0.075
C 11.2980 15.1106 5.3958 0.0 -0.9 0.9 0.744
C 18.4042 15.5553 9.3198 0.1 -0.5 -0.8 0.213
C 9.1650 11.6185 6.7434 -1.2 -1.0 -0.7 -0.237
C 17.2931 8.8405 9.8553 1.0 0.3 0.4 0.014
C 18.6292 13.3670 6.4183 -1.2 0.7 0.1 0.162
C 20.8478 14.1935 6.7375 0.1 0.5 0.6 -0.044
C 16.6448 15.8384 10.6708 -2.1 0.5 1.6 0.044
C 17.8566 7.6801 10.6649 -1.0 -0.5 0.3 -0.637
C 20.3387 14.9646 7.8207 0.7 -1.9 -1.7 -0.251
C 16.1289 8.6616 9.1385 -0.7 1.0 0.1 -0.274
C 17.5467 12.5629 5.7370 1.5 -0.2 0.1 0.209
H 8.6808 10.7055 7.1224 0.4 0.5 -0.2 0.234
H 17.6438 12.1972 9.1771 0.3 0.9 -0.1 0.219
H 16.4955 17.5083 12.0189 1.0 -0.4 -1.1 0.216
H 14.8187 10.4695 4.2123 0.6 0.2 0.3 0.215
H 18.8186 7.9254 11.1157 -0.2 0.1 0.3 0.211
H 18.9232 18.2187 11.3024 -0.7 -0.9 -0.5 0.204
H 11.0289 8.8026 9.0409 0.4 0.4 0.4 0.519
H 17.0615 7.4158 11.4336 1.2 0.3 -0.6 0.229
H 19.9952 16.8820 9.4699 0.6 0.5 0.1 0.228
H 15.5244 7.7983 9.2901 -0.2 -0.9 -0.3 0.221
H 8.8912 14.1761 4.4752 -0.2 -0.3 0.5 0.240
H 21.1269 15.4906 8.2972 0.2 0.7 0.9 0.245
H 18.0089 6.7356 10.0940 -0.2 0.8 0.0 0.216
H 17.0351 9.3701 4.7156 0.1 0.1 0.0 0.210
H 14.4900 12.8284 4.7553 -0.2 0.1 -0.2 0.195
H 18.7785 10.8095 5.8083 1.2 -0.3 0.3 0.223
H 18.8088 10.2195 10.3834 0.3 0.4 0.3 0.204
H 15.6968 15.4704 11.0406 -0.3 -0.2 0.0 0.175
H 14.6612 9.6411 7.8797 0.3 0.0 0.3 0.210
H 7.6046 12.2472 5.3706 -1.4 -0.8 -0.3 0.195
H 11.7944 10.0612 10.6050 -0.5 -0.5 0.2 0.280
H 20.4903 12.9403 5.1431 -1.2 0.0 0.8 0.257
```
Positions in Å, forces in eV/Å.

Calculated values
Net charge: -2
Frontier orbital gap in eV: 7.50
ΔE to the lowest compared entry with this formula, charge and spin in eV: 0.047
Strongest force on any atom in eV Å⁻¹: 3.8
Molar mass in g/mol: 796.36
E_LUMO in eV: 3.5